[1]
Formula: C12H28Cl4FGaNO
Source: OMol25
Level of theory: ωB97M-V/def2-TZVPD

Each line ends with the natural charge from an NBO analysis.
Atoms and positions in Å:
C  -2.178  0.555  0.618  -0.610
C  -2.423  -0.187  -0.689  -0.417
C  -2.640  -1.681  -0.513  -0.042
O  -1.436  -2.345  -0.248  -0.591
C  -1.332  -3.097  0.999  -0.518
Ga  -0.017  -2.359  2.385  1.076
C  -0.976  -1.196  3.768  -0.688
N  -1.410  -1.995  4.942  -0.856
C  1.367  -1.221  1.389  -0.920
C  2.691  -1.056  2.090  0.215
C  3.647  -0.018  1.524  -0.637
F  3.410  -2.290  2.062  -0.404
H  -2.141  1.638  0.475  0.193
H  -2.976  0.334  1.334  0.195
H  -1.243  0.234  1.077  0.225
H  -3.270  0.257  -1.226  0.189
H  -1.546  -0.083  -1.339  0.195
H  -3.351  -1.857  0.309  0.156
H  -3.094  -2.095  -1.426  0.149
H  -1.022  -4.105  0.691  0.164
H  -2.355  -3.212  1.390  0.153
H  0.684  -3.567  3.195  -0.347
H  -1.882  -0.770  3.323  0.172
H  -0.359  -0.328  4.068  0.141
H  -0.609  -2.253  5.507  0.340
H  -2.027  -1.462  5.550  0.319
H  0.950  -0.218  1.230  0.196
H  1.545  -1.638  0.389  0.211
H  2.545  -0.862  3.163  0.145
H  4.457  0.217  2.220  0.192
H  4.092  -0.402  0.601  0.206
H  3.118  0.906  1.280  0.195
Cl  -2.644  2.633  -3.593  -0.079
C  -1.100  1.832  -4.008  -0.386
C  -1.293  0.714  -5.000  -0.390
Cl  -2.097  -0.673  -4.230  -0.049
H  -0.672  1.458  -3.083  0.241
H  -0.444  2.598  -4.415  0.223
H  -0.316  0.364  -5.332  0.220
H  -1.880  1.032  -5.858  0.215
Cl  1.594  4.282  -3.421  -0.079
C  2.359  4.020  -1.827  -0.377
C  2.894  2.618  -1.681  -0.396
Cl  1.601  1.399  -1.613  -0.035
H  1.606  4.235  -1.073  0.228
H  3.175  4.736  -1.746  0.217
H  3.452  2.545  -0.749  0.229
H  3.546  2.361  -2.512  0.219

Values from the calculation:
* energy: -121619.004 eV
* multiplicity: 1
* orbital gap: 6.18 eV
* total charge: -1

[2]
Formula: C5H7ClS
Source: OMol25
Level of theory: ωB97M-V/def2-TZVPD

Each line ends with the natural charge from an NBO analysis.
Atoms and positions in Å:
C  -1.157  -1.971  0.479  -0.342
C  -0.942  -0.633  0.445  -0.285
C  1.809  -0.902  0.164  -0.257
C  0.345  -0.064  0.486  -0.204
C  -0.149  2.096  -0.737  -0.745
S  0.380  1.583  0.919  0.270
Cl  3.169  0.046  -0.010  0.073
H  -2.236  -2.266  0.466  0.191
H  -0.492  -2.769  0.678  0.194
H  -1.776  -0.011  0.408  0.218
H  1.797  -1.993  -0.068  0.219
H  -1.148  2.037  -0.991  0.212
H  0.550  1.679  -1.503  0.229
H  -0.151  3.167  -0.736  0.227

Values from the calculation:
* energy: -28651.983 eV
* multiplicity: 1
* orbital gap (spin up / spin down): 7.71 / 7.73 eV
* SMILES: C=C/C(=C/Cl)SC
* ΔE to the lowest compared entry with this formula, charge and spin: 348.3 kJ/mol

[3]
Formula: C21H53BrInNO10P
Source: OMol25
Level of theory: ωB97M-V/def2-TZVPD

Each line ends with the Mulliken charge.
Atoms and positions in Å:
N  7.062  -1.674  -0.362  -0.434
C  5.699  -1.986  -0.942  -0.549
C  4.725  -2.858  0.102  -0.203
C  3.384  -3.244  -0.776  -0.820
In  1.432  -2.485  0.160  0.424
P  1.385  0.067  0.396  0.121
O  2.871  0.518  1.241  -0.626
Br  1.583  1.057  -1.655  -0.267
H  6.968  -0.941  0.387  0.181
H  7.671  -1.268  -1.124  0.217
H  5.059  -1.032  -1.220  0.182
H  5.791  -2.672  -1.914  0.295
H  5.294  -3.845  0.457  0.226
H  4.485  -2.253  1.087  0.111
H  3.319  -4.396  -1.042  0.268
H  3.452  -2.686  -1.827  0.221
H  0.133  -2.883  -1.048  -0.314
H  1.223  -3.311  1.747  -0.302
H  3.408  -0.335  1.278  0.312
C  -5.288  6.006  -3.827  -0.784
O  -4.698  5.150  -2.864  -0.231
C  -5.640  4.240  -2.296  -0.634
C  -4.921  3.034  -1.689  -0.476
O  -4.519  2.068  -2.670  -0.362
C  -3.399  2.438  -3.487  -0.444
C  -2.068  2.403  -2.732  -0.486
O  -1.909  3.589  -1.951  -0.315
C  -0.973  3.419  -0.899  -0.606
H  -6.064  6.622  -3.366  0.319
H  -4.510  6.658  -4.232  0.237
H  -5.708  5.421  -4.651  0.327
H  -6.346  3.896  -3.061  0.357
H  -6.187  4.776  -1.512  0.433
H  -5.631  2.508  -1.041  0.412
H  -4.079  3.330  -1.059  0.193
H  -3.570  3.400  -3.976  0.176
H  -3.358  1.683  -4.280  0.377
H  -1.239  2.363  -3.446  0.397
H  -2.037  1.514  -2.088  0.335
H  -1.310  2.635  -0.213  0.325
H  -0.908  4.357  -0.342  0.263
H  0.015  3.170  -1.303  0.146
C  7.690  -1.944  5.671  -0.768
O  8.800  -2.197  4.827  -0.270
C  8.416  -2.384  3.465  -0.483
C  9.604  -2.135  2.534  -0.558
O  9.860  -0.741  2.311  -0.444
C  10.455  -0.034  3.408  -0.400
C  11.927  -0.392  3.625  -0.581
O  12.038  -1.624  4.341  -0.246
C  13.305  -2.237  4.163  -0.777
H  7.004  -2.795  5.664  0.320
H  8.057  -1.792  6.688  0.236
H  7.169  -1.035  5.353  0.327
H  7.598  -1.703  3.202  0.307
H  8.075  -3.420  3.357  0.397
H  9.353  -2.543  1.549  0.507
H  10.506  -2.652  2.868  0.197
H  9.864  -0.152  4.320  0.175
H  10.402  1.026  3.132  0.392
H  12.412  0.384  4.225  0.422
H  12.432  -0.468  2.652  0.349
H  13.469  -2.472  3.107  0.328
H  13.315  -3.172  4.729  0.230
H  14.101  -1.583  4.533  0.317
C  -12.109  -1.027  0.916  -0.783
O  -11.118  -1.231  -0.078  -0.236
C  -11.683  -1.451  -1.371  -0.569
C  -10.654  -1.150  -2.463  -0.368
O  -10.505  0.252  -2.722  -0.480
C  -9.796  0.999  -1.723  -0.471
C  -8.292  0.717  -1.719  -0.185
O  -8.017  -0.500  -1.023  -0.286
C  -6.759  -1.050  -1.379  -0.644
H  -12.744  -1.911  1.009  0.318
H  -11.608  -0.847  1.870  0.233
H  -12.715  -0.148  0.674  0.325
H  -12.564  -0.815  -1.515  0.349
H  -11.983  -2.504  -1.426  0.418
H  -11.022  -1.580  -3.401  0.394
H  -9.689  -1.619  -2.259  0.146
H  -10.244  0.860  -0.737  0.170
H  -9.943  2.051  -1.992  0.386
H  -7.767  1.523  -1.196  0.157
H  -7.928  0.658  -2.753  0.371
H  -6.735  -1.287  -2.447  0.326
H  -6.620  -1.979  -0.819  0.251
H  -5.952  -0.353  -1.128  0.201

Values from the calculation:
* energy: -129100.629 eV
* multiplicity: 1
* orbital gap: 6.44 eV
* total charge: -1

Q: Number 3 is which compound?
A: C21H53BrInNO10P

Q: Look up the energy of the third one.
A: -129100.629 eV

Q: Among the records above, which one has the highest energy?
A: C5H7ClS